[1]
A gas-phase ion, C5H13N2 (charge +1), computed with ωB97M-V with the def2-TZVPD basis set.

Element x y z (Å)
N: 3.175 -0.831 -0.623
N: -1.787 1.645 0.823
H: -2.063 2.253 1.587
H: 3.699 -1.643 -0.274
C: -1.588 0.256 1.238
C: -1.338 -0.754 0.104
H: -0.853 0.653 -1.565
H: -2.427 -0.038 1.863
H: 0.809 0.954 0.445
C: -0.418 -0.232 -1.014
H: 1.584 -1.243 0.570
H: 3.656 -0.323 -1.313
H: -0.271 -0.890 -1.865
C: 1.949 -0.626 -0.233
H: -2.457 1.643 -0.002
H: -2.334 -0.926 -0.291
C: 0.927 0.388 -0.526
H: -0.966 -1.678 0.489
H: -0.637 0.252 1.829
H: 1.339 1.137 -1.243

Output
structure (SMILES) = NCCCCC=[NH2+]
charge = +1
gap between HOMO and LUMO = 7.64 eV
2S+1 = 1
HOMO = -12.4 eV

[2]
2 unconnected molecules or ions with the total composition C5H13N2, computed with ωB97M-V with the def2-TZVPD basis set.

Element x y z (Å)
H: 0.134 -2.682 -1.975
C: 0.937 -1.541 -0.460
H: -2.801 1.123 0.305
H: -3.216 2.039 -1.136
C: 1.324 -1.422 0.826
H: 0.734 0.050 2.282
C: -0.375 2.278 0.443
N: 1.276 -0.076 1.430
H: 2.192 0.359 1.581
H: 1.576 -2.262 1.453
C: -2.455 1.394 -0.696
C: -1.099 2.025 -0.643
H: 0.573 2.807 0.398
H: 0.059 -3.374 -0.489
H: 0.815 0.495 0.695
H: 0.937 -0.662 -1.105
H: -0.698 2.010 1.447
H: -2.407 0.482 -1.297
N: 0.534 -2.687 -1.049
H: -0.711 2.345 -1.608

Output
charge = +1
gap between HOMO and LUMO = 9.86 eV
2S+1 = 1
HOMO = -13.0 eV

[3]
2 unconnected molecules or ions with the total composition C5H13N2, computed with ωB97M-V with the def2-TZVPD basis set.

Element x y z (Å)
H: 3.066 -0.511 0.423
H: -1.013 2.092 0.929
H: 1.797 -2.913 0.236
C: 1.306 -1.926 0.545
H: -0.399 0.077 0.158
H: -2.772 0.238 -1.549
C: 1.539 0.572 -0.314
H: -2.642 -0.771 1.071
H: 0.255 -1.734 0.337
C: -3.082 -0.155 -0.621
H: 2.049 1.462 -0.542
C: 2.137 -0.765 -0.181
N: 0.293 0.799 -0.054
H: -4.081 -0.603 -0.573
H: 0.548 3.053 0.155
H: 1.643 -1.881 1.615
C: -0.215 2.165 0.173
N: -2.191 -0.470 0.222
H: 2.471 -1.044 -1.109
H: -0.710 2.315 -0.921

Output
charge = +1
gap between HOMO and LUMO = 10.83 eV
2S+1 = 1
HOMO = -14.7 eV

[4]
2 unconnected molecules or ions with the total composition C5H13N2, computed with ωB97M-V with the def2-TZVPD basis set.

Element x y z (Å)
N: -0.033 -0.749 -3.159
H: -0.412 3.480 3.364
H: -1.980 2.809 3.211
C: -0.143 -1.406 -1.776
H: -1.368 3.900 2.122
H: -1.713 -0.590 0.790
H: -0.245 0.311 1.562
H: 1.536 0.532 -1.540
H: 0.911 -0.967 -3.605
H: -0.479 -2.433 -1.881
C: -0.667 -0.507 0.920
H: 2.373 -0.293 -0.278
N: -1.095 3.127 2.758
C: 1.447 0.267 -0.503
H: 1.277 0.897 0.306
C: 0.219 -0.735 -0.558
H: -0.348 -2.577 0.516
H: -0.670 -1.388 -3.759
C: 0.202 -1.721 0.753
H: 1.189 -1.960 0.760

Output
charge = +2
gap between HOMO and LUMO (spin up / spin down) = 8.72 / 3.60 eV
2S+1 = 2
expectation value of S² = 0.7531
HOMO (spin up / spin down) = -17.4 / -17.4 eV

[5]
A gas-phase ion, C5H13N2O (charge -1), computed with ωB97M-V with the def2-TZVPD basis set.

Element x y z (Å)
H: -1.161 1.511 -0.898
C: 1.521 -1.677 -0.647
H: -1.127 -0.199 -1.182
H: -2.768 0.737 0.558
H: -1.496 0.525 1.695
H: -1.747 -1.714 1.560
N: -2.141 -1.247 0.756
H: 0.510 2.497 0.643
H: 1.784 -2.326 -1.492
C: -0.901 0.558 -0.425
H: -3.122 -1.475 0.707
H: 0.513 -2.040 -0.418
H: 2.222 0.196 -1.093
N: 1.325 -0.289 -1.064
C: -1.848 0.186 0.736
C: 0.596 0.478 -0.048
H: 2.262 -1.759 0.151
O: 2.471 1.890 0.534
C: 1.219 1.888 0.023
H: 0.687 0.025 0.946
H: 1.202 2.236 -1.040

Output
structure (SMILES) = CN[C@@H](C[O-])CCN
charge = -1
gap between HOMO and LUMO = 6.01 eV
2S+1 = 1
HOMO = -2.3 eV

[6]
A gas-phase ion, C5H13N2O (charge -1), computed with ωB97M-V with the def2-TZVPD basis set.

Element x y z (Å)
H: -0.360 1.913 0.015
H: -0.725 -1.217 0.696
C: -2.108 -0.929 -0.913
H: -2.361 -0.229 -1.758
H: 1.486 1.991 2.444
H: 1.534 0.092 0.926
H: 2.188 0.611 -0.541
H: -0.147 1.122 2.377
N: -0.894 -0.455 0.089
H: -0.227 2.731 2.351
H: -0.040 0.253 -1.621
N: 0.651 2.040 0.510
H: 1.390 -1.667 -1.979
C: 0.476 1.975 1.971
H: 0.041 -2.272 -1.138
C: 1.318 0.733 0.022
O: -1.849 -2.087 -1.317
H: 1.452 -2.021 -0.214
C: 0.273 -0.153 -0.721
C: 0.895 -1.592 -1.029
H: -2.994 -0.839 -0.170

Output
structure (SMILES) = CNC[C@@H](C)NC[O-]
charge = -1
gap between HOMO and LUMO = 6.76 eV
2S+1 = 1
HOMO = -2.8 eV

[7]
A gas-phase ion, C5H13N2O (charge -1), computed with ωB97M-V with the def2-TZVPD basis set.

Element x y z (Å)
C: 0.762 -0.796 -0.993
N: 0.775 0.573 -3.065
C: -0.588 0.159 1.000
H: 1.435 0.192 0.933
H: -1.487 0.845 0.595
H: -0.112 -1.659 1.818
C: 0.676 0.206 0.186
H: 0.623 0.893 2.933
N: -0.939 -1.289 1.367
H: 1.717 -1.095 -1.275
H: 1.284 1.235 -2.655
H: 0.602 1.185 -0.368
H: 0.029 1.027 -3.544
O: -1.161 0.082 3.322
H: -0.869 1.952 2.513
C: -0.012 -0.364 -2.230
C: -0.432 0.864 2.503
H: -0.081 -1.264 -2.776
H: -1.541 -1.174 2.113
H: 0.302 -1.795 -0.606
H: -0.985 0.224 -1.769

Output
structure (SMILES) = NCCC[C@@H](N)C[O-]
charge = -1
gap between HOMO and LUMO = 6.27 eV
2S+1 = 1
HOMO = -2.5 eV

Energy relative to the best compared isomer or geometry (same formula, charge and spin), respectively: 50.0, 61.8, 75.7, 154.2, 25.6, 59.1, 61.4 kcal/mol.